Record 1
Formula: C8H14
Source: OMol25
Level of theory: wB97M-V/def2-TZVPD

XYZ file:
```
22
Properties=species:S:1:pos:R:3:forces:R:3:lowdin_charge:R:1
C -1.99084 -0.16131 -1.66218 -1.655 -0.073 2.208 -0.061
C -2.38034 0.74828 -0.45364 1.451 0.007 -0.159 -0.145
C -1.03592 0.81500 0.52683 -1.782 1.824 -1.651 -0.179
C 0.45655 -1.32495 1.05845 0.622 1.452 -1.628 -0.133
C -0.74236 -0.43038 1.13048 0.648 -1.483 2.295 0.029
C 3.58585 0.48745 -0.30784 0.567 -0.839 0.659 0.124
C 2.43678 -0.19551 -0.12038 -1.197 -0.405 -1.257 -0.159
C 1.54691 -0.30111 0.95737 -0.260 0.936 0.189 -0.025
H -1.42379 -0.85934 -1.04995 0.879 -0.559 -1.538 0.047
H -2.86286 -0.73934 -1.96647 -0.061 0.229 -0.344 0.082
H -1.57558 0.37402 -2.50216 0.609 -0.195 0.071 0.085
H -2.47341 1.80241 -0.69393 -0.493 -0.004 -0.125 0.104
H -3.22199 0.39718 0.13533 -0.082 -0.041 -0.132 0.109
H -1.43163 1.60470 1.17570 0.238 -0.557 0.821 0.141
H -0.33643 1.37045 -0.09655 0.607 -0.806 -0.029 0.126
H 0.40929 -1.90908 0.13317 0.227 -0.136 -0.069 0.145
H -1.32665 -0.73409 2.00020 -0.609 0.447 -0.236 0.145
H 2.03401 -0.73203 -0.98267 0.712 -0.476 0.013 0.119
H 4.18410 0.15443 -1.14727 -0.102 0.631 -0.297 0.084
H 4.10518 1.05084 0.45551 -0.233 0.204 0.079 0.085
H 0.69864 -2.01038 1.87125 -0.900 0.062 0.303 0.150
H 1.34450 0.59275 1.53875 0.815 -0.220 0.830 0.129
```
Positions in Å, forces in eV/Å.

Values from the calculation:
Multiplicity: 2
Relative energy (zero: lowest compared OMol25 entry of this formula, charge and spin) in kcal per mole: 67.05
Electronic energy in a.u.: -312.77468
Orbital gap (spin up / spin down) in eV: 5.595 / 9.096
LUMO (spin up / spin down) in eV: -6.501 / -5.776
Net charge: +1
Highest occupied orbital energy (spin up / spin down) in eV: -12.097 / -14.873



Record 2
Formula: C8H14AsF6HgO12S
Source: OMol25
Level of theory: wB97M-V/def2-TZVPD

XYZ file:
```
43
Properties=species:S:1:pos:R:3:forces:R:3:lowdin_charge:R:1
Hg 0.91936 -0.63817 -0.97347 1.617 -1.176 -2.207 1.207
O -1.85187 2.14761 -3.15278 -0.035 1.132 -0.446 0.023
C -1.40662 0.89071 -2.84542 -0.806 -3.108 1.849 -0.805
O -0.32485 0.91126 -2.17323 0.661 0.822 -0.235 -0.142
O -2.12255 -0.08988 -3.03741 0.185 1.245 -0.932 0.019
H -1.15442 2.65317 -2.71086 -0.090 0.273 -0.261 0.073
O 1.11128 -4.72552 -3.08864 -0.194 0.347 -0.246 0.002
C 0.27609 -3.63488 -2.76936 -2.809 2.349 -0.555 -0.786
O 0.77218 -2.67474 -2.13535 1.828 -0.765 0.421 -0.105
O -0.89516 -3.58115 -3.19486 1.039 -2.078 -0.190 -0.044
H 1.97802 -4.30653 -3.14653 0.108 -0.082 0.464 0.076
O 1.50719 -3.88124 1.33041 -0.539 0.475 0.602 0.056
C 2.25773 -2.76272 1.15195 3.778 1.544 -0.406 -0.802
O 1.64991 -1.68838 0.87649 -1.000 -0.166 0.688 -0.144
O 3.50905 -2.79740 1.29230 -1.499 -1.200 0.174 -0.065
H 0.66010 -3.42244 1.47725 -0.477 -0.820 -0.434 0.076
C 3.40495 0.42190 -2.77641 -0.406 -0.105 0.688 -0.403
O 3.11668 -0.34289 -1.66140 -0.228 0.633 -0.226 -0.416
H 3.37539 -0.18197 -3.69651 -0.105 0.123 -0.404 0.040
H 2.77245 1.31774 -2.90041 -0.584 -0.106 -0.254 0.035
H 4.39102 0.92636 -2.76870 0.629 -0.361 0.279 0.022
As -2.42556 -1.71331 0.86686 0.448 -1.364 0.500 0.787
F -0.87909 -0.89470 0.46708 -1.791 -0.620 1.107 -0.318
F -2.20022 -1.34905 2.61192 0.009 0.255 -0.889 -0.312
F -3.98201 -2.45937 1.27916 0.321 0.444 0.139 -0.308
F -2.66469 -2.19938 -0.74514 0.078 0.333 -0.019 -0.206
F -1.64473 -3.25926 1.19784 0.085 0.725 -0.004 -0.263
F -3.18713 -0.18570 0.64084 -0.334 0.426 0.158 -0.255
C -1.71057 2.76103 1.93501 -0.473 1.220 0.022 -0.237
C -0.94104 2.59629 3.20969 0.577 -0.583 1.427 -0.258
C 0.18129 1.56211 2.93695 -0.916 0.928 -1.723 -0.154
S 0.84328 2.27237 1.32176 -0.583 -0.468 0.019 0.736
O 0.95357 1.31493 0.24889 0.350 1.305 1.546 -0.376
O 1.97168 3.11756 1.65967 -0.346 0.232 -0.113 -0.352
C -0.70017 3.23985 0.92311 0.873 -0.563 -1.077 -0.203
H -2.43081 3.57942 2.02167 -0.373 -0.281 0.197 0.110
H -2.22390 1.84309 1.64817 0.144 -0.004 -0.224 0.111
H -1.53812 2.27458 4.06644 -0.205 -0.234 -0.182 0.107
H -0.53506 3.56250 3.52458 0.287 0.031 -0.130 0.105
H -0.29159 0.63161 2.61673 0.208 -0.263 0.260 0.086
H 0.92468 1.43736 3.71664 0.230 0.086 -0.317 0.098
H -1.01678 3.02752 -0.09931 0.369 -0.677 0.002 0.093
H -0.44895 4.29970 0.85436 -0.033 0.098 0.931 0.093
```
Positions in Å, forces in eV/Å.

Values from the calculation:
Electronic energy in a.u.: -4602.78806
Orbital gap in eV: 4.929
LUMO in eV: 5.702
Net charge: -3
Highest occupied orbital energy in eV: 0.773